(1)
C20H24LuN2O3P2 | the ωB97M-V functional and the def2-TZVPD basis

Each line ends with the natural charge from an NBO analysis.
Element x y z (Å)
C (-0.033979, 0.421128, -4.930145)  -0.195
C (0.270482, 0.981300, -3.691255)  -0.100
C (-0.821310, 1.413422, -2.878727)  0.186
C (-2.116800, 1.439920, -3.380251)  -0.033
C (-2.393981, 0.891755, -4.630159)  -0.176
C (-1.351877, 0.366299, -5.395035)  -0.205
C (-3.228360, 1.886955, -2.438226)  -0.373
C (-2.730784, 2.918242, -1.433625)  -0.044
C (-1.406918, 2.822780, -1.024670)  0.221
C (-0.845217, 3.747763, -0.115548)  -0.076
C (-1.703848, 4.678768, 0.468704)  -0.181
C (-3.062886, 4.712394, 0.138582)  -0.212
C (-3.578426, 3.841636, -0.823690)  -0.182
H (0.778724, 0.030096, -5.549535)  0.221
H (-3.428592, 0.876856, -4.980825)  0.226
H (-1.563551, -0.078801, -6.367442)  0.234
H (-4.036255, 2.331930, -3.029676)  0.239
H (-1.299086, 5.387490, 1.194698)  0.222
H (-3.721543, 5.430443, 0.625957)  0.232
H (-4.631946, 3.862260, -1.114004)  0.222
N (-0.650162, 1.727958, -1.497835)  -0.949
Lu (0.005562, 0.112524, -0.506789)  1.935
C (1.712247, 1.121497, -3.217425)  -0.687
H (1.882587, 2.114266, -2.766115)  0.252
H (2.400955, 0.995231, -4.064982)  0.248
C (0.637029, 3.702786, 0.193339)  -0.701
H (1.229335, 3.830195, -0.728715)  0.241
H (0.907379, 4.496126, 0.904397)  0.243
P (2.271655, -0.137760, -1.939484)  0.711
P (1.198587, 2.096925, 0.936306)  0.790
C (0.326572, 2.212869, 2.535152)  -0.937
H (0.416417, 1.261050, 3.075238)  0.272
H (0.746657, 3.036969, 3.128358)  0.235
H (-0.742220, 2.395142, 2.368794)  0.260
C (2.912541, 2.456102, 1.423681)  -0.932
H (3.000663, 3.492525, 1.778589)  0.251
H (3.193696, 1.766316, 2.230368)  0.258
H (3.586770, 2.296044, 0.573114)  0.235
C (2.552728, -1.608465, -2.972321)  -0.932
H (3.557187, -1.575953, -3.414741)  0.251
H (2.473071, -2.492120, -2.324383)  0.252
H (1.796909, -1.688143, -3.763144)  0.260
C (3.958125, 0.438318, -1.568541)  -0.925
H (4.193744, 0.156941, -0.533612)  0.254
H (4.674944, -0.046144, -2.245761)  0.257
H (4.035700, 1.529456, -1.663740)  0.254
C (-3.675656, 0.732028, -1.681184)  0.485
O (-2.996582, -0.073512, -1.070444)  -0.534
H (-4.740745, 0.886132, -1.875900)  0.142
O (-0.862683, -0.831147, 3.414388)  -0.305
N (-1.094853, -1.254831, 2.312307)  0.400
O (-0.726213, -0.437861, 1.288262)  -0.809

Cartesian forces, eV/Å:
C -0.18 -0.03 -0.26
C -0.40 -0.06 0.83
C 0.43 -0.30 0.27
C -0.17 -0.23 -0.35
C 0.22 0.30 0.02
C 0.07 -0.04 -0.06
C 2.66 1.75 -1.33
C -0.26 0.29 0.38
C 0.21 0.00 0.23
C -0.29 -0.44 -0.29
C -0.09 -0.02 -0.04
C -0.03 -0.01 -0.05
C 0.22 0.13 -0.13
H -0.29 0.20 0.12
H 0.35 -0.04 -0.05
H 0.08 0.12 0.28
H -0.04 -0.29 0.22
H -0.17 -0.17 -0.21
H 0.19 -0.18 -0.13
H 0.30 0.15 0.16
N 0.43 2.26 -1.55
Lu -0.71 -1.44 0.91
C 0.07 -0.15 0.16
H -0.13 -0.30 -0.19
H -0.18 0.18 0.12
C 0.18 -0.20 -0.19
H -0.21 0.14 0.20
H -0.06 -0.13 -0.23
P 0.32 0.51 -1.58
P -0.51 1.12 0.77
C 0.04 -0.25 0.30
H -0.03 0.35 -0.07
H -0.11 -0.18 -0.13
H 0.23 -0.08 -0.02
C 0.33 -0.17 -0.16
H -0.02 -0.32 -0.07
H 0.01 0.19 -0.19
H -0.06 0.15 0.29
C 0.02 -0.53 0.19
H -0.34 -0.03 0.02
H 0.13 0.07 -0.35
H 0.11 0.04 0.21
C 0.24 -0.08 0.55
H 0.18 0.11 -0.29
H -0.21 0.24 0.21
H -0.07 -0.30 0.02
C -0.33 -0.31 0.21
O -0.87 0.39 -0.50
H -1.14 -2.08 1.54
O -0.21 -0.34 -2.26
N 0.12 0.28 1.64
O -0.03 -0.27 0.81

The charge is +1. The calculation puts the energy above the lowest of the compared OMol25 structures with the same formula, charge and spin at 0.0 kcal/mol.

(2)
C4H9NO2 | the ωB97M-V functional and the def2-TZVPD basis

Each line ends with the natural charge from an NBO analysis.
Element x y z (Å)
C (0.131089, 1.852196, -0.725836)  -0.450
N (1.064845, 0.686881, -0.319450)  -0.614
C (0.553258, -0.406476, 0.351451)  -0.196
C (-0.414358, 0.085922, 1.429646)  0.431
O (-1.595875, -0.155907, 1.501327)  -0.531
C (-0.150471, -1.420736, -0.703612)  -0.064
O (-0.609468, -2.678266, -0.178274)  -0.733
H (0.050965, 2.651493, -0.090985)  0.189
H (0.511287, 2.102777, -1.720669)  0.218
H (-0.963033, 1.555537, -0.580520)  0.208
H (1.825469, 1.127836, 0.177135)  0.364
H (1.381183, -0.997551, 0.637621)  0.229
H (0.108503, 0.636752, 2.262935)  0.109
H (0.508431, -1.654042, -1.632541)  0.196
H (-1.076491, -0.928486, -1.003270)  0.166
H (-1.325335, -2.457935, 0.595040)  0.478

Cartesian forces, eV/Å:
C -0.63 -3.91 -0.85
N 0.22 4.10 -1.28
C -2.62 -2.56 -1.46
C 0.62 -1.52 1.21
O 0.42 0.29 -0.37
C -0.44 0.39 -0.15
O -1.61 1.09 3.05
H 1.13 2.30 1.83
H -1.01 0.30 0.13
H 1.31 -0.30 -1.39
H 0.25 -0.25 0.04
H 0.84 -0.49 1.46
H -0.38 0.21 -0.53
H -0.94 0.59 1.88
H 0.24 0.42 -0.64
H 2.60 -0.65 -2.91

The charge is 0. The calculation puts the energy above the lowest of the compared OMol25 structures with the same formula, charge and spin at 79.6 kcal/mol. The SMILES is CN[C@@H](C=O)CO.

(3)
C38H65BIN5O5S | the ωB97M-V functional and the def2-TZVPD basis

Each line ends with the Mulliken charge.
Element x y z (Å)
C (3.116141, -0.679428, 0.491597)  0.008
C (3.129085, -2.091473, 1.324436)  -0.253
C (3.461400, -3.424773, 0.426574)  -0.311
C (4.070841, -3.117936, -1.065086)  -0.570
C (2.819964, -3.033146, -2.134654)  0.713
C (3.458858, -2.503290, -3.563421)  -1.001
C (3.792604, -0.901997, -3.364448)  0.310
C (2.937090, -0.090367, -4.504423)  -0.764
C (2.260199, 1.275927, -3.828991)  -0.371
C (0.905625, 1.584134, -4.752264)  -0.055
C (0.163202, 2.874248, -3.989517)  -0.268
C (-1.077054, 2.375978, -3.038522)  -0.111
C (-0.769637, 2.397046, -1.427931)  0.093
C (-0.042674, 3.628624, -0.598674)  0.259
N (0.421199, 4.886691, -1.307900)  -0.611
C (0.200232, 3.604240, 1.055798)  -0.586
C (-0.287670, 2.321015, 1.964582)  -0.524
C (-1.015167, 1.071452, 1.156780)  0.496
C (-1.252940, 1.093116, -0.498633)  -0.381
N (-1.946620, -0.029706, -1.243643)  1.126
B (-3.463899, 0.086580, -1.180479)  0.597
O (-4.091089, 1.253231, -1.880637)  -0.651
O (-4.380991, -0.813139, -0.453756)  -0.299
C (-5.227057, -1.599760, -1.398369)  -0.309
C (-4.822931, -3.186958, -1.318497)  -0.594
C (-1.448453, -1.397693, -0.832802)  -0.307
C (-1.060634, -2.512186, -2.018139)  0.092
C (-1.149620, -2.175918, -3.620161)  1.373
C (-2.200615, -3.103560, -4.469874)  -0.610
C (-3.320970, -2.056605, -5.128826)  -0.678
I (-2.455370, -0.626387, -6.547993)  -0.006
C (-0.561319, -4.033281, -1.539939)  -0.364
C (-0.402712, -4.454012, 0.068410)  -0.664
C (-0.763691, -3.345633, 1.242031)  -0.493
C (-1.262608, -1.860590, 0.757960)  0.392
S (-1.675355, -0.495214, 2.029464)  -0.318
H (2.240406, -0.712339, -0.300390)  -0.338
H (4.120824, -0.424993, -0.066696)  -0.040
H (2.870458, 0.242017, 1.201019)  0.387
H (3.907652, -1.972048, 2.204457)  0.290
H (2.028352, -2.243402, 1.751983)  0.004
H (2.488285, -4.061837, 0.292893)  -0.024
H (4.295758, -4.044247, 1.008286)  0.310
H (4.813721, -2.214269, -1.109559)  0.057
H (4.704523, -4.076584, -1.381709)  0.440
H (2.401377, -4.122505, -2.353393)  0.244
H (1.965046, -2.298838, -1.812359)  -0.634
H (2.674716, -2.718579, -4.416078)  0.325
H (4.454995, -3.039752, -3.862666)  0.335
H (4.949891, -0.657690, -3.526950)  0.384
H (3.472348, -0.505008, -2.310690)  -0.382
H (3.585771, 0.221457, -5.446665)  0.265
H (2.015957, -0.700194, -4.940823)  0.265
H (2.941503, 2.227978, -3.951888)  0.226
H (1.883173, 1.099382, -2.735006)  0.132
H (1.178277, 1.880215, -5.859621)  0.342
H (0.222894, 0.615070, -4.743721)  -0.224
H (1.023524, 3.438035, -3.430999)  -0.153
H (-0.324293, 3.500957, -4.873911)  0.371
H (-1.404264, 1.307820, -3.454094)  -0.366
H (-2.017576, 3.078025, -3.237815)  0.411
H (1.395530, 4.668860, -1.669267)  0.250
H (0.594915, 5.629048, -0.577775)  0.346
H (0.716792, 4.537613, 1.590633)  0.101
H (-0.175988, 2.253877, 3.146829)  0.256
H (-5.084526, 1.159286, -1.789887)  0.243
H (-6.344612, -1.466328, -1.059689)  0.238
H (-5.118692, -1.173852, -2.493100)  0.190
H (-5.265465, -3.725965, -2.266348)  0.297
H (-3.659141, -3.393432, -1.325519)  -0.003
H (-5.245683, -3.732595, -0.354319)  0.301
H (-1.303749, -1.020151, -3.726629)  -1.163
H (-0.067747, -2.402373, -4.069161)  -0.063
H (-1.634895, -3.646886, -5.365511)  0.317
H (-2.683756, -3.926443, -3.791667)  0.372
H (-4.140181, -2.666089, -5.701672)  0.458
H (-3.754609, -1.434797, -4.209922)  0.056
H (-0.275345, -4.833461, -2.377559)  0.281
H (-0.029396, -5.509789, 0.428798)  0.294
H (-0.695689, -3.544806, 2.402240)  0.269
C (-4.752283, 1.478362, 3.374942)  -0.280
N (-6.020302, 0.779010, 3.408544)  0.205
C (-6.424784, 0.009487, 2.250298)  -0.810
C (-6.853830, 0.822152, 4.505961)  0.039
O (-7.935129, 0.256079, 4.599300)  -0.600
H (-4.763475, 2.192471, 2.546455)  0.286
H (-3.950354, 0.750501, 3.220605)  0.201
H (-4.573403, 2.016319, 4.309872)  -0.106
H (-7.375715, 0.401296, 1.877057)  0.353
H (-6.566447, -1.033839, 2.548011)  0.308
H (-5.667750, 0.068504, 1.463621)  0.098
H (-6.451872, 1.433990, 5.329843)  0.271
C (-0.971476, 3.939892, 8.020968)  -0.926
N (-1.798786, 3.316826, 7.008329)  0.140
C (-2.895491, 4.072653, 6.439761)  -0.861
C (-1.576527, 2.029073, 6.568730)  0.006
O (-2.235932, 1.444911, 5.718849)  -0.539
H (-1.600769, 4.215591, 8.872113)  0.336
H (-0.511527, 4.838288, 7.599038)  0.333
H (-0.185321, 3.260438, 8.361247)  0.289
H (-3.831175, 3.537020, 6.625999)  0.254
H (-2.747096, 4.156766, 5.358958)  0.258
H (-2.947724, 5.070711, 6.883153)  0.375
H (-0.719728, 1.545088, 7.065069)  0.340
C (8.328524, 1.228354, 2.794045)  -0.931
N (7.501214, 0.605287, 1.781406)  0.151
C (6.404509, 1.361115, 1.212838)  -0.746
C (7.723473, -0.682466, 1.341807)  0.061
O (7.064068, -1.266627, 0.491926)  -0.537
H (7.699231, 1.504052, 3.645190)  0.330
H (8.788473, 2.126750, 2.372115)  0.329
H (9.114679, 0.548899, 3.134324)  0.293
H (5.468825, 0.825481, 1.399076)  0.120
H (6.552904, 1.445227, 0.132035)  0.284
H (6.352276, 2.359172, 1.656230)  0.377
H (8.580272, -1.166451, 1.838146)  0.271

Cartesian forces, eV/Å:
C -0.62 0.38 -0.10
C -0.42 0.44 -0.06
C 1.15 0.21 0.08
C -0.70 -1.33 -0.02
C 1.58 -0.28 -1.29
C -0.08 0.31 0.89
C -0.18 0.04 -1.62
C -0.35 1.24 0.56
C -0.96 -0.52 -2.35
C 0.34 0.66 1.51
C -0.36 -0.95 -1.49
C -0.23 0.56 0.05
C 0.44 -0.73 3.96
C -0.87 -2.13 2.13
N 1.03 -1.74 1.54
C -1.99 -3.42 -1.31
C -0.72 -0.02 -4.42
C 0.90 2.33 -2.57
C 1.95 3.67 1.19
N -0.14 -0.82 3.09
B -1.86 1.37 -0.06
O 0.20 -3.10 1.60
O 1.36 0.60 -3.03
C -0.36 -0.76 0.24
C 0.03 -0.45 -0.23
C 1.63 -4.25 0.52
C 0.22 -1.08 3.61
C 1.50 -0.54 0.81
C 0.20 1.07 -0.89
C -0.48 -1.66 1.82
I -0.34 -0.73 0.72
C -0.66 2.30 2.87
C -1.47 4.07 -0.84
C -0.43 1.41 -4.37
C 0.74 -1.57 -2.68
S 1.36 0.19 -2.39
H 1.78 0.12 1.52
H -1.95 -0.73 1.18
H 0.49 -2.03 -1.33
H -1.67 -0.40 -1.72
H 2.45 0.46 -0.63
H 1.91 1.12 0.31
H -2.00 1.15 -1.15
H -1.65 -1.62 0.17
H -1.31 2.05 0.60
H 0.68 2.26 0.87
H 1.60 -1.54 -0.53
H 1.60 0.74 1.55
H -1.95 0.66 0.80
H -2.53 -0.65 0.49
H 0.62 -0.97 -2.01
H -1.24 -0.66 2.03
H 2.04 0.99 1.13
H -1.16 -1.98 0.61
H 0.95 0.34 -1.96
H -0.43 -0.72 2.23
H 1.31 2.10 -0.13
H -2.02 -0.81 -1.11
H 1.18 -0.89 2.16
H 0.71 2.21 1.48
H 2.04 -1.43 0.63
H -1.57 0.34 0.33
H -0.44 -1.17 -0.92
H -1.28 -2.29 -1.41
H -0.25 0.19 -2.94
H 1.74 0.24 0.01
H 2.16 -0.25 -0.70
H -0.21 -0.95 2.09
H 0.72 1.01 1.85
H -2.32 0.81 0.00
H 0.76 1.42 -2.02
H -0.01 -2.27 0.12
H -2.19 0.59 1.12
H -1.20 1.19 2.01
H 0.66 1.75 -1.27
H 1.49 1.44 1.16
H 0.74 -1.26 -2.30
H -0.70 2.01 2.09
H -0.85 2.34 -1.05
H -0.07 0.34 -2.75
C -0.07 -0.11 -0.09
N -0.81 0.20 1.29
C -0.21 -0.06 0.10
C 0.16 -0.32 -0.86
O 0.72 0.28 -0.28
H 0.19 0.02 0.04
H 0.06 0.27 0.05
H -0.04 -0.18 -0.12
H 0.03 -0.17 -0.07
H -0.05 0.05 -0.21
H -0.06 0.00 0.24
H 0.12 0.02 -0.08
C -0.18 0.03 -0.13
N 0.43 -1.31 -0.29
C -0.10 -0.23 -0.21
C -0.47 0.58 -0.11
O 0.32 0.69 0.54
H 0.21 0.07 0.05
H 0.07 -0.01 0.22
H -0.17 0.05 -0.11
H -0.01 0.19 -0.11
H -0.19 0.09 0.08
H 0.09 -0.23 -0.03
H 0.00 0.11 0.06
C -0.19 0.01 -0.17
N 0.45 -1.28 -0.25
C -0.14 -0.24 -0.19
C -0.53 0.55 -0.17
O 0.32 0.67 0.61
H 0.21 0.07 0.06
H 0.08 -0.01 0.22
H -0.16 0.05 -0.11
H 0.00 0.20 -0.13
H -0.19 0.08 0.08
H 0.10 -0.22 -0.03
H 0.01 0.11 0.06

The charge is 0. The calculated total energy is -2856.90342 a.u. The SMILES is CCCCCCCCCCCCc1c(N)ccc2c1N(B(O)OCC)c1c(CCCI)cccc1S2.CN(C)C=O.CN(C)C=O.CN(C)C=O.

(4)
C10H10BrNO2S | the ωB97M-V functional and the def2-TZVPD basis

Each line ends with the natural charge from an NBO analysis.
Element x y z (Å)
C (-1.699631, 0.013502, -3.059215)  -0.619
C (-1.398920, -0.267371, -1.581992)  0.004
C (-1.777751, -1.448499, -0.972478)  -0.177
C (-1.664184, -1.727747, 0.379692)  -0.189
C (-1.153300, -0.714895, 1.160630)  -0.205
C (-0.683134, 0.460630, 0.595531)  -0.331
S (0.263668, 1.513802, 1.700408)  2.114
O (0.040098, 1.139021, 3.099031)  -0.909
O (0.279880, 2.923718, 1.455688)  -0.880
C (2.141425, 0.734933, 1.097362)  -0.321
C (2.563018, -0.599886, 1.712099)  -0.647
Br (3.341660, 2.297014, 1.409842)  0.085
C (2.105671, 0.572469, -0.346272)  0.214
N (2.064159, 0.373271, -1.484126)  -0.288
C (-0.777141, 0.715572, -0.773400)  -0.169
H (-1.118161, 0.832730, -3.449170)  0.232
H (-1.666077, -0.859591, -3.609536)  0.220
H (-2.794906, 0.499592, -3.151069)  0.218
H (-2.340617, -2.112824, -1.623671)  0.211
H (-2.096385, -2.576979, 0.662571)  0.216
H (-1.202067, -0.785464, 2.215347)  0.244
H (1.571806, -1.176264, 1.880383)  0.248
H (3.295625, -1.045207, 1.027662)  0.242
H (3.003198, -0.426395, 2.678552)  0.243
H (-0.297936, 1.664867, -1.023871)  0.247

Cartesian forces, eV/Å:
C -2.71 2.78 2.16
C 0.64 1.81 -0.24
C -0.71 -0.08 -1.06
C 1.24 3.94 -2.28
C -0.14 -0.33 0.45
C -0.23 0.03 -0.06
S 1.38 -1.29 1.60
O 0.34 -0.33 -1.87
O -0.16 -0.30 -1.14
C -0.73 1.55 -0.01
C -1.83 0.30 0.35
Br -0.30 -0.91 0.13
C -0.21 0.01 -0.75
N 0.15 0.16 0.79
C 0.17 -0.15 0.93
H 0.72 -0.15 -0.20
H 0.16 -1.60 -1.40
H 2.09 -1.41 0.31
H 0.26 -0.36 0.17
H -1.38 -3.29 1.89
H 0.30 -0.16 0.96
H 1.84 0.43 -0.54
H -0.46 -0.33 0.35
H 0.16 -0.02 0.38
H -0.60 -0.32 -0.94

The charge is 0. The calculation puts the energy above the lowest of the compared OMol25 structures with the same formula, charge and spin at 0.0 kcal/mol. The SMILES is Cc1cccc(S(=O)(=O)[C@](C)(Br)C#N)c1.

Question: Which value of charge does entry 4 give?
Answer: 0

Question: What is the charge in the second record?
Answer: 0

Question: What is the formula in the first record?
Answer: C20H24LuN2O3P2